A structure of composition C16H12N3OPtS2 in a non-equilibrium geometry. Source: the Open Molecules 2025 dataset; level of theory: ωB97M-V with the def2-TZVPD basis set.

XYZ file:
```
35
Properties=species:S:1:pos:R:3:forces:R:3
C 0.04488 0.79022 4.41514 0.0 0.0 0.0
Pt -0.16281 0.07249 -0.07928 -0.5 -1.3 1.9
H -0.96598 0.44546 4.62891 0.0 0.0 0.0
N 4.29084 -3.06209 -2.16566 0.0 0.1 0.0
C -2.09839 4.09491 -1.50090 0.1 0.1 0.0
H 0.73814 3.01668 3.26584 0.0 0.0 0.0
C 0.93672 -3.90301 -3.00750 0.2 0.1 0.0
H 0.55986 2.57324 1.60613 0.0 0.0 0.0
H 0.72631 -0.02912 4.64182 0.0 0.0 0.0
C 3.14568 -3.02263 -2.24555 -0.2 -0.1 0.0
H 1.96032 2.01547 -0.71758 0.0 0.0 0.0
O -0.13707 0.19063 2.13071 0.0 1.0 -0.4
H -2.77236 0.91108 -0.57263 0.0 0.0 -0.1
C 0.08362 5.23099 -1.77872 -0.1 0.0 0.0
C 2.12170 4.04365 -1.30439 0.0 0.2 0.0
C -0.67830 4.08202 -1.45034 0.0 0.1 0.0
C 0.13762 1.09874 2.95552 0.0 0.0 0.1
C 1.71218 -2.94355 -2.27308 0.1 -0.2 -0.1
C -2.17842 1.79247 -0.80163 -0.2 0.2 0.0
C -0.82485 1.80405 -0.73485 0.5 0.2 -0.4
C 1.42483 2.91393 -0.99216 -0.1 -0.1 0.0
C 1.44350 5.21718 -1.70596 0.2 -0.1 0.0
C 0.00676 2.90184 -1.05636 -0.1 0.1 0.0
N 0.50384 2.31680 2.58232 0.0 -0.1 0.0
S 1.81857 -0.69672 -0.66196 0.6 0.0 -0.1
S -0.59588 -1.64174 -1.44055 -0.4 0.1 -0.7
H 2.01028 6.10350 -1.95754 0.0 0.0 0.0
C -2.83257 2.99732 -1.18162 -0.1 -0.2 0.2
N 0.30697 -4.64783 -3.61364 -0.1 0.0 0.1
H -0.44094 6.12548 -2.09159 0.0 0.0 0.0
H 3.20250 4.04057 -1.25493 0.0 0.0 0.0
C 1.09870 -1.96295 -1.59976 0.1 0.1 -0.4
H -2.59586 5.00738 -1.80445 0.0 0.0 0.0
H 0.28066 1.64589 5.04254 0.0 0.0 0.0
H -3.91272 3.01402 -1.22517 0.0 0.0 0.0
```
Positions in Å, forces in eV/Å.

The energy above the lowest of the compared OMol25 structures with the same formula, charge and spin is 93.2 kJ/mol. The calculation puts the molar mass at 521.50 g mol⁻¹. The value obtained for the HOMO-LUMO gap is 5.97 eV. The calculation puts the highest occupied orbital energy at -11.90 eV. For the LUMO energy, the calculation gives -5.93 eV. The total charge is +1.